# 1
The following is a quantum chemistry calculation of a molecular structure, C8H20BN, from the OMol25 dataset.

Values from the calculation:
Net charge   0
Strongest force on any atom   5.8 eV/Å
DFT total energy   -396.2073 a.u.
Spin multiplicity   1
LUMO   0.00 eV
ΔE to the lowest compared entry with this formula, charge and spin   151.1 kcal/mol
Kohn-Sham gap   7.9 eV

Element x y z (Å)
B  -0.71032  -1.88185  -1.29005
C  -1.01501  -1.81050  1.28921
C  0.23187  0.02120  2.33274
C  -1.73671  0.58340  1.00422
C  1.89371  -0.14271  -1.62602
C  -0.27393  1.17177  -1.93257
C  1.45676  1.75818  -0.11787
C  -0.49677  -0.36173  1.08983
C  0.75117  0.54864  -0.87336
N  0.29304  -0.53692  -0.07997
H  -0.44105  -2.99567  -1.12660
H  -1.36437  -1.45382  -2.15351
H  -0.24852  -2.62560  1.21109
H  -1.71281  -2.02684  2.18592
H  -1.66862  -2.03522  0.46217
H  1.20142  -0.24130  2.30643
H  -0.03541  -0.47079  3.33412
H  0.38080  1.11259  2.52992
H  -1.58954  1.58136  0.90747
H  -2.48718  0.38185  0.30259
H  -2.33832  0.50384  1.83070
H  2.76075  -0.01537  -1.11486
H  1.62301  -1.26071  -1.63791
H  1.80979  0.22064  -2.71408
H  0.38422  2.00559  -2.27938
H  -1.09823  1.45909  -1.32289
H  -0.42226  0.38081  -2.52379
H  1.99710  2.43809  -0.88160
H  0.65042  2.28074  0.46931
H  2.20497  1.41124  0.41876

Forces on the atoms, in the same order (eV/Å):
2.193 2.742 2.455
-0.801 -0.952 1.562
-0.775 1.662 2.882
0.722 -2.459 -0.530
-3.988 -1.197 -3.736
3.558 2.190 4.085
-4.249 1.554 -3.359
-2.634 -0.991 0.488
1.381 1.205 -1.075
-1.873 -2.307 -1.369
0.302 -0.494 0.091
-0.389 0.253 -0.129
-0.283 1.121 0.480
1.289 0.644 -1.103
-0.841 -0.079 -0.903
3.679 -1.429 -0.719
-0.609 0.739 -1.542
-0.874 -0.583 -0.246
1.315 3.110 -0.308
-0.633 -0.930 -2.008
-0.983 -0.364 2.860
2.891 0.301 0.932
0.704 1.482 -0.216
1.153 -0.443 1.432
-1.394 -0.530 -0.573
-0.933 0.564 -0.251
-1.072 -2.262 -2.997
-1.364 -0.831 1.007
1.234 -0.037 -0.456
3.275 -1.683 3.245

***

# 2
The following is a quantum chemistry calculation of C8H20BO6P in the gas phase, from the OMol25 dataset.

Values from the calculation:
Net charge   0
Strongest force on any atom   0.5 eV/Å
DFT total energy   -1134.7290 a.u.
Spin multiplicity   1
LUMO   0.56 eV
SMILES string   CCCCCCO[P@](=O)(O)OB(O)OCC
Kohn-Sham gap   11.3 eV

Element x y z (Å)
C  2.33451  2.31264  0.34485
C  1.01970  2.50028  -0.42386
C  -0.23392  2.14885  0.39798
C  -1.29887  1.46405  -0.45863
C  -2.65864  1.26233  0.20676
C  -2.80121  0.16916  1.28586
O  -1.58170  -0.33943  1.87690
P  -0.87771  -1.63004  1.30335
O  -1.62758  -2.43523  0.33328
O  -0.49525  -2.40224  2.65259
O  0.51507  -1.05690  0.79787
B  1.65682  -1.83660  0.49583
O  2.70625  -1.77694  1.36389
O  1.73585  -2.60205  -0.62408
C  1.57887  -1.89782  -1.87345
C  0.21692  -2.15798  -2.48874
H  2.75853  1.31867  0.17543
H  2.18440  2.43821  1.42028
H  3.09530  3.03069  0.03339
H  0.95483  3.53265  -0.77669
H  1.02959  1.87199  -1.32221
H  0.07779  1.49714  1.20920
H  -0.66057  3.05850  0.83304
H  -1.46773  2.11677  -1.32443
H  -0.92773  0.51889  -0.86846
H  -3.37914  0.99711  -0.57234
H  -2.99299  2.22179  0.61270
H  -3.35891  0.56858  2.13291
H  -3.36602  -0.68108  0.90321
H  -0.49137  -3.35454  2.48819
H  2.61362  -1.06037  2.00111
H  2.37796  -2.26376  -2.51964
H  1.74476  -0.82519  -1.71823
H  0.00514  -1.44793  -3.29049
H  -0.56035  -2.08441  -1.72607
H  0.17376  -3.17579  -2.88128

Forces on the atoms, in the same order (eV/Å):
0.044 0.013 -0.059
-0.011 0.008 -0.020
0.178 -0.191 -0.235
-0.065 0.232 -0.093
-0.001 -0.150 0.024
-0.387 0.026 0.219
0.263 0.012 -0.426
-0.084 0.250 0.097
0.090 0.174 0.184
0.015 -0.024 -0.291
-0.095 -0.162 0.000
0.156 0.019 0.143
0.019 0.154 -0.265
0.183 0.262 0.097
-0.215 -0.140 -0.129
-0.024 -0.168 0.196
-0.092 -0.003 0.119
0.022 0.031 -0.054
-0.027 -0.030 -0.012
-0.070 -0.048 -0.032
0.069 0.081 0.036
-0.164 -0.067 0.198
0.045 -0.082 0.095
-0.037 -0.129 -0.018
0.081 0.006 0.099
0.020 0.077 0.021
0.085 -0.059 0.060
0.052 -0.043 -0.014
0.132 0.004 -0.089
-0.066 0.010 0.109
-0.140 -0.238 0.169
-0.004 0.081 0.017
-0.052 -0.037 0.014
0.064 -0.067 -0.023
0.026 0.119 -0.075
-0.010 0.075 -0.061

***

# 3
The following is a quantum chemistry calculation of a molecular structure, C8H20BaO8, from the OMol25 dataset.

Values from the calculation:
Net charge   +2
Strongest force on any atom   1.2 eV/Å
DFT total energy   -943.7721 a.u.
Spin multiplicity   1
LUMO   -6.68 eV
ΔE to the lowest compared entry with this formula, charge and spin   0.0 kcal/mol
Kohn-Sham gap   10.4 eV

Element x y z (Å)
Ba  4.45282  14.48353  -19.34592
C  6.55460  11.23764  -18.69685
O  5.25547  11.81948  -18.94807
H  7.31680  12.01268  -18.73322
H  6.57560  10.82221  -17.69011
H  6.77514  10.47486  -19.43957
H  4.59778  11.20494  -18.60662
C  1.59780  15.72327  -17.25161
O  2.54426  14.60993  -17.33185
H  0.99147  15.78688  -18.15655
H  0.94456  15.57735  -16.39758
H  2.18358  16.63149  -17.14614
H  2.07670  13.81260  -17.05794
C  4.88471  13.31100  -14.38377
O  6.03188  14.14525  -14.61788
C  6.40378  14.33139  -15.84582
O  5.80932  13.92774  -16.83797
O  7.50572  15.04657  -15.85602
C  8.11978  15.32465  -17.11310
H  5.02205  12.90461  -13.38558
H  4.82725  12.49559  -15.09935
H  3.97439  13.90743  -14.38979
H  9.09020  15.75899  -16.90299
H  7.52176  16.03351  -17.69092
H  8.27545  14.40569  -17.68163
C  4.04583  10.52626  -24.06876
O  3.85776  11.62911  -23.14849
C  4.85979  12.21149  -22.55991
O  4.64735  13.11036  -21.75367
O  6.04249  11.75703  -22.90125
C  7.21751  12.39788  -22.41661
H  4.01385  9.59376  -23.50557
H  4.94979  10.58704  -24.65855
H  3.16872  10.53585  -24.70968
H  8.00729  11.66425  -22.31455
H  7.03802  12.87564  -21.45082
H  7.52229  13.19435  -23.09613

Forces on the atoms, in the same order (eV/Å):
0.376 -1.114 0.266
0.006 -0.020 0.301
-0.105 0.399 -0.039
-0.151 0.148 -0.141
0.048 -0.117 -0.083
-0.013 -0.056 0.015
0.011 -0.091 -0.092
0.079 -0.238 -0.162
-0.108 0.150 -0.524
0.017 -0.087 0.021
0.039 0.170 0.097
-0.022 0.023 0.172
0.046 0.010 0.087
-0.156 -0.183 0.449
-0.168 -0.302 0.283
0.173 0.467 0.071
-0.334 0.148 -1.032
0.207 0.030 -0.040
0.054 -0.198 -0.287
0.040 0.044 -0.035
0.061 0.079 -0.092
0.063 0.083 -0.158
-0.056 0.103 0.149
-0.001 0.025 0.070
-0.087 0.018 0.052
-0.539 -0.582 -0.068
0.067 0.000 -0.057
-0.241 -0.185 -0.215
0.202 0.783 0.878
0.028 -0.248 -0.103
0.267 0.865 0.427
0.205 0.102 0.073
0.134 0.257 0.064
0.078 0.183 -0.024
-0.100 -0.195 -0.159
-0.086 -0.256 0.024
-0.034 -0.215 -0.188